(1)
The following is a DFT calculation (ωB97M-V with the def2-TZVPD basis set) of a cluster of 2 separate species, C14H20N3O4S2 in total.

XYZ file:
```
43
Properties=species:S:1:pos:R:3:forces:R:3:lowdin_charge:R:1
C 1.6031 -3.1040 1.1625 0.0507 -0.4259 -0.0492 -0.11
C 1.7349 -2.1429 -0.1949 0.2952 -0.5101 -0.0455 -0.13
C 1.6817 -0.5376 0.1339 4.6707 3.1704 2.7452 -0.25
O 2.6962 0.0515 0.8245 -6.2729 -3.6224 -4.4089 -0.06
O 0.5739 0.3782 -0.2764 1.6966 -2.4406 2.2573 -0.15
C -0.1154 0.6744 1.0233 -0.3644 -0.0958 1.2334 -0.19
C -1.7290 0.7658 0.7299 0.0211 -0.4307 -0.4650 -0.14
C -2.3652 -0.7625 0.6612 -0.4701 -3.4795 1.2486 -0.12
C -2.1147 -1.7873 1.9434 -1.6230 0.6679 -3.8991 0.02
C -2.6935 -3.3245 1.8978 0.7228 0.8779 0.3613 -0.25
N -2.4403 -4.2940 3.0522 -2.9001 1.0446 -6.4875 -0.27
S -3.2336 -5.7420 2.4400 0.0811 3.9844 -2.5203 0.89
N -3.8746 -5.2995 0.8391 2.2816 4.3856 1.7018 -0.27
C -3.5173 -3.8521 0.5822 1.1553 -0.9926 2.7287 -0.16
C -3.7845 -2.8481 -0.6859 0.7575 1.7338 0.9359 -0.12
O -4.5213 -3.3411 -1.8625 0.8521 1.1258 3.3105 -0.07
C -3.2018 -1.2835 -0.6679 -0.6259 -3.6671 2.6416 -0.41
S -3.5096 -0.2241 -2.1928 -0.5976 -0.4763 1.7409 0.66
H 2.6265 -3.2128 1.7403 -2.1371 0.5462 -1.2520 0.09
H 1.3269 -4.1939 0.7831 0.4788 2.4112 0.7735 0.10
H 0.7665 -2.7417 1.9018 1.6282 -0.7016 -1.5554 0.07
H 0.9389 -2.5138 -0.9796 1.4613 1.2554 1.6517 0.13
H 2.8133 -2.3866 -0.6359 -2.3540 0.9133 0.8904 0.14
H 0.1911 -0.2182 1.7463 -1.1341 2.0380 -1.2967 0.12
H 0.3207 1.6617 1.5288 -0.9598 -1.9703 -1.3051 0.14
H -2.3201 1.4343 1.5159 1.4830 -1.6401 -1.4494 0.14
H -1.8450 1.3276 -0.3121 0.1085 -1.4858 2.1215 0.10
H -1.5154 -1.3450 2.8517 -1.4330 -1.2262 -1.8943 0.10
H -5.4524 -3.6156 -1.6098 1.6364 0.4007 -0.0132 0.13
H -4.7595 0.4320 -1.9621 1.5165 -1.0948 0.2368 -0.09
C 1.0548 3.5712 -1.5376 0.2478 0.1839 -0.0125 0.06
C 2.0627 4.5435 -1.0111 -3.0881 3.2413 -0.5842 -0.43
O 1.9129 5.7411 -0.8839 -0.0981 -1.4427 -0.3959 0.17
N 3.3217 4.1077 -0.5323 1.3980 -0.9901 1.0080 0.08
C 4.3529 4.0229 -1.5870 0.8501 -0.2857 -0.6666 0.04
H 0.1394 4.1040 -1.8098 0.3414 0.0343 0.0892 0.12
H 1.4517 3.0724 -2.4247 -0.0641 -0.2166 0.1087 0.11
H 0.8199 2.8326 -0.7674 0.1192 -0.2301 -0.1333 0.08
H 3.2126 3.2036 -0.0729 0.2872 -0.2679 0.3731 0.19
H 3.5890 4.8509 0.1231 0.1147 -0.3419 0.2516 0.20
H 4.0152 3.3245 -2.3580 0.1141 0.1826 0.1465 0.12
H 5.2652 3.6494 -1.1170 -0.1108 0.0600 -0.1995 0.12
H 4.5214 5.0212 -1.9995 -0.1369 -0.2223 0.0774 0.12
```
Forces are in eV/Å.

Output
2S+1	1
HOMO	-10.323	eV
charge	+1

---

(2)
The following is a DFT calculation (ωB97M-V with the def2-TZVPD basis set) of a structure of composition C14H20N3STc.

XYZ file:
```
39
Properties=species:S:1:pos:R:3:forces:R:3:lowdin_charge:R:1
Tc 6.6266 9.3643 7.0512 1.3828 -0.9719 0.1399 1.34
C 9.5617 10.4896 7.3492 0.1928 -0.5002 0.7616 -0.01
C 9.4718 9.3260 6.3932 1.3640 0.1818 0.0848 -0.28
C 10.5985 8.9664 5.6494 0.7296 0.5971 -0.4983 0.06
C 10.6167 7.8388 4.8387 -0.1679 0.0052 1.0945 0.12
C 9.5039 6.9761 4.8570 -0.5224 0.3856 0.6736 -0.11
C 9.4258 5.7217 4.2120 -0.3083 -0.2466 -0.2860 0.09
C 8.2419 5.0020 4.1768 -0.1114 -0.3678 0.5103 0.03
C 7.0782 5.4958 4.7911 0.1017 -0.1567 -0.5279 0.01
C 7.1316 6.7206 5.4646 0.5900 0.3017 0.3694 -0.52
S 5.7742 7.5413 6.1502 0.1365 -0.5346 -0.3489 0.90
C 8.3739 7.3904 5.5955 -0.0492 1.1580 -0.1842 -0.20
N 8.3727 8.5717 6.3478 -0.3237 -1.4153 -1.0897 -0.07
H 10.5892 10.8908 7.3580 -0.5065 -0.0343 -0.1673 0.12
H 9.4242 10.0910 8.3890 -0.1381 0.4575 -0.6972 0.11
H 8.8837 11.3265 7.1323 0.0304 -0.1596 0.0507 0.08
H 11.4765 9.6449 5.6989 -0.6664 -0.6839 -0.0794 0.16
H 11.5049 7.5619 4.3008 0.2411 0.0387 -0.3051 0.15
H 10.3016 5.3041 3.7371 0.1395 0.0621 -0.1195 0.15
H 8.2622 4.0046 3.7297 -0.2791 0.4203 0.0065 0.15
H 6.1374 4.9620 4.7126 0.0758 -0.0868 0.0065 0.14
N 6.3856 8.9263 9.1398 0.2676 -0.3956 1.0418 -0.09
C 5.0762 9.5340 9.5549 0.1856 0.2177 0.7195 -0.22
C 5.2465 11.0251 9.7443 -1.7023 0.7486 0.0569 -0.18
C 5.6086 11.8887 8.5187 0.9588 0.4149 0.7017 -0.20
C 4.8360 11.6362 7.2401 0.2282 -0.7973 -0.7659 -0.15
N 5.8429 11.0641 6.1809 -1.7631 1.7284 -0.5005 -0.12
H 6.3651 7.9087 9.2511 -0.2336 0.0540 -0.0723 0.11
H 7.1465 9.1823 9.7906 -0.4221 0.2927 -0.2654 0.14
H 4.7328 9.1238 10.5274 0.0903 -0.1089 -0.7562 0.16
H 4.3594 9.3086 8.7529 -0.0817 -0.1817 0.4100 0.11
H 5.9050 11.2343 10.5939 0.0470 0.0289 -0.2265 0.14
H 4.2362 11.4006 10.0636 0.8146 -0.3974 -0.0384 0.16
H 6.6992 11.8057 8.2925 -0.2950 0.1008 0.1138 0.09
H 5.4900 12.9315 8.8540 0.1289 -0.2918 -0.2876 0.14
H 4.2597 12.4925 6.8721 0.3957 -0.1585 -0.1495 0.15
H 4.1441 10.8008 7.3562 -0.3427 0.2072 0.0404 0.10
H 6.3777 11.8260 5.7388 0.1517 -0.2240 0.5138 0.14
H 5.3433 10.6765 5.3720 -0.3391 0.3117 0.0700 0.11
```
Forces are in eV/Å.

Output
2S+1	4
HOMO (alpha / beta)	-19.375 / -19.465	eV
charge	+3

---

(3)
The following is a DFT calculation (ωB97M-V with the def2-TZVPD basis set) of a structure of composition C14H20N4OSSbSe4Tc.

XYZ file:
```
46
Properties=species:S:1:pos:R:3:forces:R:3:lowdin_charge:R:1
Tc -0.5699 -0.6133 0.7588 -0.0180 -0.1882 0.2413 0.40
Se 0.5014 6.0299 -2.6251 0.0010 -0.0202 -0.0053 0.28
Sb -1.4302 5.2505 -3.5062 -0.0430 0.3668 -0.2648 0.43
Se 0.2871 -1.8017 -0.8112 0.0309 -0.0089 -0.0586 0.52
Se -1.1659 1.2954 -0.0760 -0.0048 -0.2887 0.2237 0.39
Se -3.3820 4.6653 -4.4840 0.0128 -0.0083 0.0039 0.30
C -4.8479 -2.9089 -1.6318 -0.0069 0.0036 0.0045 0.01
N -4.0626 -2.2922 -0.5394 0.0231 0.0079 -0.0213 0.02
C -3.2012 -2.8585 0.2719 0.0903 -0.1566 0.0792 -0.68
S -2.4120 -1.8017 1.4997 -0.1238 0.2012 -0.1158 0.69
N -2.9237 -4.1374 0.3827 -0.0096 0.0054 0.0063 0.01
C -3.6478 -5.3084 -0.1706 0.0026 0.0015 -0.0071 0.01
H -5.1938 -2.1011 -2.2694 0.0031 0.0029 -0.0024 0.11
H -5.7114 -3.4400 -1.2401 -0.0045 0.0052 0.0013 0.11
H -4.2195 -3.5707 -2.2187 -0.0048 0.0005 0.0021 0.10
H -4.2575 -1.3199 -0.3510 -0.0102 -0.0010 0.0069 0.14
H -2.2039 -4.3604 1.0553 0.0023 -0.0001 -0.0058 0.13
H -3.4075 -5.4607 -1.2187 0.0035 -0.0009 0.0004 0.10
H -4.7172 -5.1904 -0.0253 -0.0016 0.0037 -0.0070 0.11
H -3.3166 -6.1746 0.3944 -0.0051 0.0027 0.0018 0.11
C 3.3811 0.0906 5.9590 0.0263 0.0210 -0.0260 0.08
N 2.7891 -0.5052 4.7524 -0.0889 -0.0603 0.0854 0.01
N 1.7640 0.0767 4.0906 -0.0423 -0.0329 0.0401 0.08
C 1.3812 -0.7896 3.1265 0.0567 -0.0674 -0.0856 -0.29
O 0.3706 -0.4625 2.3225 0.1084 0.1703 -0.0729 -0.27
C 2.1781 -1.9197 3.1656 -0.0189 -0.0060 0.0167 0.12
C 3.0690 -1.7063 4.2180 0.0077 0.0081 -0.0083 -0.19
C 4.1373 -2.5894 4.7533 -0.0072 -0.0056 0.0007 0.03
C 1.2376 1.3788 4.4122 0.0291 0.0273 -0.0415 -0.21
C -0.0602 1.4748 4.8933 0.0263 -0.0070 0.0746 -0.01
C -0.5470 2.7311 5.2238 0.0005 -0.0012 0.0087 -0.03
C 0.2636 3.8513 5.0827 -0.0010 -0.0004 0.0017 -0.03
C 1.5629 3.7310 4.6022 -0.0052 0.0031 -0.0026 -0.03
C 2.0615 2.4853 4.2561 -0.0242 0.0083 -0.0600 -0.01
H 2.6368 0.7151 6.4444 -0.0011 -0.0052 0.0045 0.11
H 4.2555 0.6823 5.6949 -0.0033 0.0054 -0.0016 0.12
H 3.6649 -0.7218 6.6216 0.0040 0.0005 -0.0029 0.12
H 2.1264 -2.7930 2.5384 0.0054 0.0056 -0.0085 0.14
H 4.3956 -3.3481 4.0188 -0.0067 -0.0040 -0.0002 0.11
H 3.7919 -3.0977 5.6567 0.0059 0.0115 0.0040 0.12
H 5.0360 -2.0256 5.0000 0.0048 0.0004 -0.0158 0.11
H -0.6559 0.5852 5.0576 -0.0087 0.0009 -0.0187 0.13
H -1.5464 2.8318 5.6244 -0.0028 -0.0019 0.0012 0.13
H -0.1139 4.8247 5.3660 -0.0025 -0.0003 0.0054 0.13
H 2.1909 4.6060 4.5044 -0.0001 0.0004 0.0097 0.13
H 3.0701 2.3766 3.8760 0.0006 0.0007 0.0085 0.13
```
Forces are in eV/Å.

Output
2S+1	1
HOMO (alpha / beta)	-18.951 / -18.951	eV
relative energy (zero: lowest compared OMol25 entry of this formula, charge and spin)	56.87	kcal/mol
charge	+4

---

So what do the calculations give for M? Going down the list: 358.5 360.4 828.0 g/mol.
So what do the calculations give for maximum force? Going down the list: 8.480 2.519 0.454 eV Å⁻¹.
So what do the calculations give for energy? Going down the list: -1806.3456 -1187.6269 -11163.1603 Ha.